A structure of composition C47H42BrClCoN3O6S2Te, computed with ωB97M-V with the def2-TZVPD basis set.

The total energy comes out at -215336.904 eV. The spin multiplicity is 1. Its molecular weight is 1110.892 g mol⁻¹. The value obtained for the HOMO energy is -1.60 eV. For the relative energy (zero: lowest compared OMol25 entry of this formula, charge and spin), the calculation gives 0.000 eV. The HOMO-LUMO gap comes out at 5.24 eV. Its net charge is -2.

Geometry as XYZ:
```
104
Properties=species:S:1:pos:R:3:mulliken_charge:R:1
Co 1.025 1.540 -0.613 -0.31
Br -2.275 3.038 -0.119 -0.09
C -1.183 2.572 1.356 -0.08
C -1.715 2.752 2.624 -0.72
C -0.974 2.306 3.707 -0.56
C 0.225 1.661 3.480 -1.20
C 0.667 1.527 2.177 -0.15
N -0.004 2.024 1.129 0.92
C 1.862 0.638 1.854 1.40
O 2.452 0.103 2.787 -0.91
O 2.069 0.482 0.611 -0.48
H -2.686 3.209 2.737 0.47
H -1.357 2.432 4.713 0.41
H 0.829 1.224 4.262 0.57
S 2.056 0.794 -2.447 -0.50
C 0.539 1.586 -3.073 0.71
N 0.263 2.548 -2.065 0.47
C 0.234 3.818 -2.506 -0.56
C 0.170 4.981 -1.724 -0.24
C 0.114 6.227 -2.335 -0.90
C 0.132 6.365 -3.717 -0.56
C 0.241 5.218 -4.511 -0.34
C 0.314 3.980 -3.914 0.57
S 0.596 2.434 -4.698 -0.52
H 0.179 4.893 -0.647 0.34
H 0.066 7.113 -1.710 0.35
H 0.088 7.344 -4.177 0.33
H 0.300 5.303 -5.591 0.34
C 3.837 5.045 -3.951 -1.10
C 4.571 3.950 -3.237 1.07
C 5.241 2.950 -3.918 -0.89
C 5.858 1.921 -3.223 0.41
Cl 6.704 0.671 -4.118 -0.31
C 5.798 1.857 -1.849 -0.82
C 5.131 2.855 -1.150 -0.40
C 4.536 3.905 -1.836 0.69
O 3.888 4.939 -1.250 -0.48
C 3.638 4.884 0.140 -1.29
C 2.667 3.767 0.577 0.74
O 2.416 3.705 1.785 -0.76
O 2.278 3.036 -0.372 0.19
H 3.927 4.927 -5.032 0.35
H 4.218 6.029 -3.666 0.33
H 2.779 5.029 -3.684 0.04
H 5.263 2.958 -5.001 0.30
H 6.239 1.023 -1.320 0.38
H 5.039 2.769 -0.076 0.16
H 3.179 5.841 0.385 0.38
H 4.567 4.792 0.712 0.43
C -2.347 -4.058 7.196 -1.62
C -2.081 -3.412 5.861 0.69
C -0.901 -3.654 5.170 -0.94
C -0.646 -3.081 3.927 0.72
C 0.679 -3.355 3.269 -1.00
C -1.608 -2.245 3.331 -0.43
Te -1.135 -1.226 1.475 1.24
N -0.323 0.208 -0.856 1.13
C -0.855 0.030 -1.973 -0.51
O -0.534 0.622 -3.175 -0.24
C -1.997 -0.909 -2.210 0.24
C -3.215 -0.694 -1.578 0.31
C -4.278 -1.560 -1.798 -0.77
C -4.123 -2.656 -2.636 -0.48
C -2.902 -2.878 -3.261 -0.55
C -1.847 -2.001 -3.058 -0.72
C -1.063 -3.009 0.320 0.35
C 0.118 -3.346 -0.358 0.94
C 1.371 -2.520 -0.277 -1.23
C 0.133 -4.504 -1.137 -1.09
C -0.972 -5.330 -1.255 0.88
C -0.937 -6.563 -2.120 -1.73
C -2.124 -4.983 -0.565 -0.93
C -2.193 -3.835 0.217 1.11
C -3.489 -3.533 0.917 -1.86
C -2.794 -1.980 4.032 1.34
C -3.883 -1.069 3.516 -2.04
C -3.010 -2.567 5.280 -0.62
H -1.428 -4.454 7.629 0.35
H -3.052 -4.888 7.100 0.28
H -2.776 -3.346 7.903 0.37
H -0.147 -4.297 5.614 0.27
H 1.271 -4.046 3.872 0.42
H 1.246 -2.429 3.139 0.08
H 0.546 -3.791 2.278 0.09
H -3.313 0.153 -0.909 0.28
H -5.226 -1.386 -1.303 0.34
H -4.948 -3.341 -2.796 0.41
H -2.768 -3.740 -3.903 0.41
H -0.893 -2.163 -3.544 0.41
H 1.733 -2.444 0.751 0.00
H 1.212 -1.499 -0.617 -0.22
H 2.157 -2.961 -0.891 0.47
H 1.045 -4.753 -1.671 0.23
H 0.040 -6.685 -2.587 0.38
H -1.685 -6.507 -2.915 0.32
H -1.148 -7.462 -1.537 0.34
H -3.008 -5.609 -0.652 0.31
H -4.291 -4.153 0.511 0.44
H -3.759 -2.485 0.788 0.06
H -3.413 -3.721 1.990 0.38
H -3.693 -0.742 2.497 -0.01
H -3.964 -0.177 4.143 0.46
H -4.849 -1.579 3.544 0.41
H -3.937 -2.349 5.806 0.38
```